Entry 1:
The following is a DFT calculation (ωB97M-V/def2-TZVPD) of C60H49F9IrN2PSb2 as an isolated structure.

## Properties
Energy   -115639.707 eV
<S²>   6.054
Net charge   +2
2S+1   5
Energy above the lowest of the compared OMol25 structures with the same formula, charge and spin   0.081 eV
Frontier orbital gap (alpha / beta)   6.623 / 5.062 eV

Element x y z (Å)
Ir  0.06679  -0.03140  0.29257
C  -1.19547  2.52842  2.10405
N  -0.14341  1.98152  1.23780
C  0.85529  2.77031  0.99208
C  1.93954  2.28975  0.20933
C  3.18847  2.88919  -0.15198
C  3.87852  1.92398  -0.81434
C  3.01889  0.74656  -0.84592
N  1.87400  0.98931  -0.24943
C  -2.57019  2.48768  1.47946
C  -3.16298  3.65999  1.03237
C  -4.44146  3.64540  0.48416
C  -5.14805  2.45739  0.39644
C  -4.57223  1.28021  0.86234
C  -3.28528  1.29428  1.39041
H  -0.94385  3.56146  2.35407
H  -1.19030  1.94632  3.02936
H  0.89062  3.78090  1.39191
H  3.50171  3.89399  0.07526
H  4.86943  1.98894  -1.23236
H  3.24590  -0.23043  -1.24885
H  -2.62820  4.59857  1.11432
H  -4.89147  4.56847  0.14676
H  -6.14926  2.44688  -0.01186
H  -5.14389  0.35999  0.84066
H  -2.84660  0.38696  1.78370
C  -2.61485  -1.53591  -0.63892
C  -2.38506  -2.87465  -1.34382
C  -0.93958  -3.36649  -1.31230
Sb  0.45667  -2.00008  -2.22011
C  2.21038  -3.19470  -2.12355
C  3.40977  -2.65775  -2.58694
C  4.56258  -3.43024  -2.62439
C  4.52606  -4.74595  -2.18608
C  3.33579  -5.28934  -1.72215
C  2.17961  -4.51983  -1.69641
C  -0.18827  -2.61789  -4.16768
C  0.64774  -3.38516  -4.97246
C  0.18103  -3.89589  -6.17772
C  -1.12088  -3.64974  -6.58526
C  -1.95869  -2.88023  -5.79056
C  -1.48995  -2.36345  -4.59119
Sb  -2.66812  0.37805  -1.66419
C  -4.44791  0.22664  -2.76583
C  -5.29977  -0.86484  -2.59810
C  -6.46974  -0.94027  -3.33830
C  -6.79694  0.07650  -4.22564
C  -5.95995  1.17419  -4.37796
C  -4.78699  1.25754  -3.64414
C  -1.29513  1.12845  -3.10247
C  -1.47791  0.94779  -4.46828
C  -0.55276  1.49390  -5.34912
C  0.52041  2.23167  -4.87223
C  0.66955  2.45074  -3.50761
C  -0.24370  1.90556  -2.62152
H  -1.87434  -1.39340  0.16248
H  -3.59423  -1.47935  -0.15820
H  -2.76463  -2.86351  -2.36521
H  -3.00473  -3.60860  -0.81574
H  -0.86974  -4.30974  -1.85394
H  -0.61157  -3.53700  -0.28705
H  3.44344  -1.64519  -2.97686
H  5.48459  -3.01024  -3.00207
H  5.42268  -5.35034  -2.21532
H  3.30230  -6.32115  -1.39798
H  1.25795  -4.97028  -1.35021
H  1.66619  -3.59172  -4.66882
H  0.83875  -4.49103  -6.79679
H  -1.48381  -4.05839  -7.51840
H  -2.97543  -2.68124  -6.10430
H  -2.15973  -1.75765  -3.99188
H  -5.05605  -1.66644  -1.91256
H  -7.12782  -1.79014  -3.22078
H  -7.71280  0.01573  -4.79729
H  -6.22285  1.96694  -5.06449
H  -4.14351  2.12141  -3.76022
H  -2.31465  0.38609  -4.85719
H  -0.67909  1.34136  -6.41244
H  1.23252  2.65458  -5.56746
H  1.48710  3.05645  -3.13884
H  -0.14418  2.09349  -1.55827
F  -1.81921  -7.64783  3.03228
C  -1.59315  -6.80689  4.05318
F  -2.76649  -6.60852  4.66943
F  -0.77538  -7.41672  4.91137
C  -1.02380  -5.50122  3.55181
C  0.24647  -5.08642  3.91818
C  0.74094  -3.88360  3.43899
C  -0.02429  -3.10154  2.57551
C  -1.30666  -3.52273  2.23334
C  -1.80828  -4.71818  2.71847
P  0.57022  -1.43969  2.11257
C  0.19835  -0.58736  3.69419
C  1.13267  0.00697  4.53772
C  0.71432  0.68221  5.67560
C  -0.63443  0.74501  5.99150
C  -1.56871  0.09495  5.19902
C  -1.14740  -0.56571  4.05791
C  -1.06287  1.52837  7.20829
F  -2.39206  1.66108  7.27144
F  -0.65406  0.94761  8.33990
F  -0.53553  2.76287  7.17928
C  2.37729  -1.59499  1.95079
C  2.95360  -2.78177  1.49961
C  4.31384  -2.84654  1.24005
C  5.10643  -1.72308  1.42235
C  4.54401  -0.52982  1.85106
C  3.18345  -0.46523  2.09778
C  6.59290  -1.80967  1.17467
F  7.23257  -2.33209  2.22532
F  7.12230  -0.60048  0.93788
F  6.86889  -2.58113  0.11416
H  0.84390  -5.69424  4.58259
H  1.72350  -3.55596  3.75241
H  -1.93102  -2.91057  1.59937
H  -2.80667  -5.04245  2.45565
H  2.18989  -0.06590  4.33314
H  1.44159  1.14942  6.32644
H  -2.61436  0.10614  5.47299
H  -1.87766  -1.09763  3.46050
H  2.34755  -3.66464  1.34576
H  4.75390  -3.76993  0.89056
H  5.16590  0.34410  1.98719
H  2.74736  0.48102  2.39127

***

Entry 2:
The following is a DFT calculation (ωB97M-V/def2-TZVPD) of a 2-piece molecular cluster, C21H23N7O3S overall at a distorted geometry.

## Properties
Energy   -49560.118 eV
Net charge   0
Frontier orbital gap   7.431 eV
SMILES   N#Cc1c(/C=C/c2ccccc2)[nH]c2nc(N)[nH]c(=O)c12.CNC(=O)[C@H](CS)NC(C)=O

Element x y z (Å)
N  -1.19477  -2.15658  -5.70733
C  -0.70634  -1.11681  -5.50825
C  -0.14395  0.16538  -5.20671
C  -0.38219  0.91110  -4.07280
C  -1.23969  0.49695  -2.96393
C  -1.25792  1.12170  -1.73439
C  -2.04997  0.65068  -0.58657
C  -3.01025  -0.37611  -0.68641
C  -3.71749  -0.80712  0.43970
C  -3.48294  -0.21519  1.68193
C  -2.54742  0.81576  1.79350
C  -1.83515  1.24275  0.66791
N  0.36598  2.07965  -4.18704
C  1.08295  2.07604  -5.36501
N  1.94490  3.03776  -5.86200
C  2.53098  2.77270  -6.99031
N  3.35522  3.73991  -7.43477
N  2.39107  1.61694  -7.70238
C  1.48043  0.69369  -7.27937
O  1.31573  -0.29330  -7.97514
C  0.80633  0.91296  -6.01977
H  -1.84062  -0.39139  -3.12231
H  -0.61687  1.98394  -1.58235
H  -3.23269  -0.85962  -1.63082
H  -4.44987  -1.60368  0.34605
H  -4.03722  -0.54486  2.55562
H  -2.38422  1.29868  2.75294
H  -1.11142  2.04489  0.77969
H  0.38720  2.84145  -3.51598
H  3.46631  4.47317  -6.74169
H  4.18386  3.42413  -7.92250
H  2.66083  1.58576  -8.67305
C  1.14759  -3.79927  5.69836
N  1.99405  -2.61110  5.81901
C  1.87338  -1.45467  5.15859
O  2.67491  -0.55451  5.37575
C  0.75928  -1.27830  4.10229
C  1.28141  -1.65617  2.70959
S  -0.09939  -1.85740  1.54720
N  0.24662  0.09470  4.04705
C  -0.53034  0.70352  4.93829
C  -1.03284  -0.05692  6.14938
O  -0.86622  1.86470  4.76780
H  0.15620  -3.59686  6.10938
H  1.05348  -4.09801  4.65209
H  1.59308  -4.62602  6.25511
H  2.76198  -2.64257  6.47431
H  -0.06283  -1.94868  4.34893
H  1.82013  -2.60336  2.76903
H  1.97258  -0.89124  2.34970
H  -0.57986  -0.60634  1.56454
H  0.57502  0.68042  3.29761
H  -0.18799  -0.36030  6.76421
H  -1.67764  0.60130  6.73023
H  -1.60338  -0.92423  5.82512

***

Entry 3:
The following is a DFT calculation (ωB97M-V/def2-TZVPD) of C30H49BN7P2Tl as an isolated structure.

## Properties
Energy   -66272.004 eV
Net charge   +2
Frontier orbital gap   6.982 eV

Element x y z (Å)
Tl  -0.07351  0.14893  -1.03127
C  2.52566  3.06107  -2.14487
C  2.31570  3.58438  -0.71524
C  1.32547  4.75319  -0.75764
C  3.65022  4.02349  -0.11564
P  1.50346  2.16754  0.20386
C  2.93981  0.98820  0.49814
N  2.48722  -0.38521  0.64724
B  1.51395  -1.08753  -0.08598
N  1.15146  -2.26569  0.58210
C  -0.00128  -3.11590  0.32634
P  -1.59246  -2.08901  0.32228
C  -2.35764  -2.51260  1.99763
C  -3.75637  -1.88868  2.06135
C  -1.45299  -1.81409  3.02207
C  -2.43717  -4.00243  2.32867
C  -2.61990  -2.75921  -1.12591
C  -3.10611  -4.19687  -0.95213
C  -1.77680  -2.67189  -2.40370
C  -3.81300  -1.80463  -1.28837
C  2.03337  -2.38090  1.66872
C  2.17763  -3.38622  2.61327
C  3.13671  -3.21655  3.59881
C  3.95096  -2.08638  3.63086
C  3.82942  -1.08674  2.67873
C  2.85412  -1.23567  1.70447
C  0.86540  2.60231  1.91746
C  -0.52178  3.23183  1.72223
C  1.77819  3.53809  2.70318
C  0.69461  1.27759  2.67300
H  2.91350  3.86776  -2.76958
H  1.58355  2.72034  -2.58316
H  3.24640  2.24181  -2.18629
H  1.67697  5.50012  -1.47154
H  1.23401  5.24211  0.21225
H  0.33406  4.42208  -1.07948
H  4.02971  4.86501  -0.69954
H  4.40049  3.23311  -0.15620
H  3.55189  4.35885  0.91490
H  3.47858  1.29357  1.39457
H  3.61926  1.08489  -0.34884
H  -0.05472  -3.89021  1.08536
H  0.10099  -3.60727  -0.63880
H  -3.76033  -0.86771  1.67146
H  -4.08656  -1.85019  3.10115
H  -4.48578  -2.48111  1.50881
H  -1.47955  -0.72973  2.89653
H  -0.41548  -2.14772  2.96495
H  -1.81433  -2.04315  4.02656
H  -3.06339  -4.55783  1.63722
H  -2.88439  -4.09908  3.32073
H  -1.45920  -4.48222  2.37325
H  -2.29041  -4.87679  -0.70088
H  -3.55234  -4.54178  -1.88780
H  -3.87476  -4.26621  -0.18493
H  -0.90818  -3.32986  -2.38919
H  -1.44364  -1.64866  -2.59970
H  -2.39372  -2.96813  -3.25431
H  -4.54714  -1.93113  -0.49488
H  -4.31563  -1.99867  -2.23857
H  -3.48200  -0.76219  -1.28412
H  1.57618  -4.28593  2.58534
H  3.26285  -3.98484  4.34936
H  4.70223  -1.99305  4.40292
H  4.49224  -0.23117  2.69833
H  -0.46642  4.20214  1.22808
H  -0.99855  3.37796  2.69322
H  -1.16189  2.57328  1.12622
H  1.83114  4.52834  2.25171
H  2.78886  3.13705  2.79621
H  1.37751  3.65737  3.71224
H  0.15311  0.53704  2.07512
H  0.11161  1.46088  3.57795
H  1.64726  0.84610  2.97936
N  -3.43096  2.72739  -2.78457
C  -2.89446  2.22129  -1.67536
N  -1.82874  1.52010  -2.01136
C  -1.76513  1.63508  -3.37681
N  -2.73133  2.36954  -3.86700
C  -0.72979  1.00887  -4.19138
C  -0.74916  1.05800  -5.58467
N  0.21187  0.49617  -6.30075
C  1.19040  -0.12137  -5.64983
C  1.20296  -0.19814  -4.26245
N  0.24314  0.37150  -3.54225
H  -4.24895  3.31053  -2.88544
H  -3.27554  2.36793  -0.67747
H  -1.55428  1.55355  -6.11269
H  1.97625  -0.56478  -6.24836
H  1.98538  -0.72125  -3.72522

***

Entry 4:
The following is a DFT calculation (ωB97M-V/def2-TZVPD) of CH5INP as an isolated structure at a distorted geometry.

## Properties
Energy   -19992.452 eV
Net charge   0
Energy above the lowest of the compared OMol25 structures with the same formula, charge and spin   5.976 eV
Frontier orbital gap (alpha / beta)   8.549 / 7.542 eV

Element x y z (Å)
C  -1.64775  0.34457  -0.30597
N  1.04770  -0.69936  -0.50911
P  2.26396  0.18041  0.25517
I  0.72179  -2.62550  0.10396
H  -2.06035  0.25247  0.68163
H  -1.26448  1.37605  -0.38862
H  -2.14177  -0.20188  -1.12890
H  1.53397  1.23235  -0.17809
H  1.54691  0.14089  1.46993